ORCA calculation (the ωB97M-V functional and the def2-TZVPD basis) on a molecular structure, C10H20Cl4O6.

XYZ file:
```
40
Properties=species:S:1:pos:R:3:forces:R:3
C -7.276080 -12.708110 13.507750 -0.61 -0.21 -0.31
H 1.939040 -8.791070 9.086870 0.06 -0.47 0.08
H -8.091120 -13.369220 13.213210 0.04 0.34 0.04
H 2.677110 -7.747880 10.232850 0.41 -0.44 0.55
H -2.901290 -13.035720 11.278610 0.60 0.94 -1.55
C -5.060280 -16.689220 14.529520 0.67 -0.42 0.42
H -2.129720 -12.510310 12.695240 2.09 4.41 -2.63
H -5.088400 -16.533850 15.608030 -0.67 0.45 -0.07
H -5.444700 -14.806120 13.554540 0.71 0.09 0.10
C 1.600890 -9.437620 11.143700 -1.25 -0.07 0.30
Cl -3.893860 -10.485060 11.979030 0.04 0.24 0.17
O -3.574700 -14.866850 14.578100 -1.85 -0.81 0.28
Cl -6.602640 -13.324420 14.992810 -1.61 -2.31 1.23
C -1.915100 -12.768430 11.658220 3.35 4.09 -3.15
O 0.418890 -10.254560 10.706870 1.24 0.16 1.21
C -0.104760 -11.134840 11.601800 -0.63 -0.63 0.59
H -4.265070 -15.915300 12.806370 0.71 0.83 -0.20
H -0.133740 -12.892770 15.997730 -0.69 -0.37 0.44
H -7.556950 -11.673850 13.706520 -0.26 -0.34 -0.34
Cl -6.085790 -12.699650 12.200350 -1.64 -0.81 -1.29
H -1.336620 -13.684360 11.778730 1.22 0.99 -1.80
H 1.376010 -8.945870 12.090120 -0.27 -0.24 0.09
H -2.954370 -11.436690 13.907470 -0.37 0.11 0.11
H -4.292570 -17.460660 14.469540 0.09 -0.12 -0.35
C -3.893980 -11.579340 13.373720 -0.46 1.16 0.35
C -4.600840 -15.469860 13.742820 -0.37 -1.24 0.25
H 1.044050 -7.635560 9.952060 -0.65 -0.40 0.53
Cl -5.277430 -11.189270 14.462930 2.97 2.86 0.10
O -2.425260 -13.742270 12.991960 -4.41 -10.72 12.25
C 1.811730 -8.396080 10.094780 0.26 1.00 -1.51
H -4.060020 -12.596260 13.018210 0.19 0.89 0.40
C -2.659290 -14.057950 14.169710 1.49 -0.31 0.13
C -0.833270 -12.868680 15.162160 0.62 1.06 -0.53
H -0.198100 -13.081780 14.302360 -0.53 -0.38 -0.28
H 2.494630 -10.035100 11.323580 -0.27 -0.40 -0.31
O -1.976490 -13.701970 15.339980 -0.33 -0.51 -2.24
O -1.121640 -11.751620 10.958330 0.65 0.82 -0.90
H -1.178850 -11.843000 15.033100 0.18 0.09 0.08
O 0.269550 -11.314590 12.770840 -0.62 0.46 -2.44
H -5.974660 -17.121110 14.122740 -0.09 0.22 0.18
```
Positions in Å, forces in eV/Å.

Results
HOMO, eV: -8.67
Relative energy (zero: lowest compared OMol25 entry of this formula, charge and spin), kJ/mol: 699.5

ORCA calculation (the ωB97M-V functional and the def2-TZVPD basis) on a molecular structure, C10H20ClFeTi.

XYZ file:
```
33
Properties=species:S:1:pos:R:3:forces:R:3
C 0.014007 0.006255 4.206478 0.06 -0.02 -0.70
H 2.178953 -0.198414 4.310094 -0.53 -0.43 0.29
C 1.269592 -0.727392 4.663453 -0.14 0.07 1.19
H -1.878411 -0.025752 -4.614560 -0.12 0.11 -0.27
H 2.080854 -1.887470 -6.086831 -0.36 -0.04 -0.18
H 0.000090 1.358002 5.773180 0.00 0.83 -0.44
H -0.912651 1.976942 4.305524 0.66 -0.26 0.27
C 2.302679 1.246839 -4.608421 -0.21 -0.05 0.13
Ti 0.624926 -0.011817 -4.797509 -0.46 2.32 2.44
H 2.984436 1.404718 -5.441535 0.15 0.18 0.01
H 1.175886 -0.678208 5.773296 0.74 -0.43 -0.42
H 1.953254 2.172427 -4.141695 0.27 0.18 -0.20
H -2.519055 -0.288884 0.030176 -0.66 0.06 -0.05
H -1.250691 -1.780311 4.304305 -0.08 0.74 0.24
Cl 0.258319 1.089331 -2.181470 0.19 -0.06 -0.61
C -1.771591 -0.985138 -0.345569 -1.68 -1.32 -0.27
H 2.790021 0.687096 -3.786574 0.16 0.13 -0.28
H -1.993270 -1.327533 -1.342703 -0.42 -0.31 -0.30
C -1.306860 0.691391 -5.233461 0.04 -0.02 0.15
H -2.166574 -0.193015 4.302829 0.61 -0.44 0.24
H -1.656463 -1.770069 0.387026 -0.09 -0.47 0.04
C 0.083465 0.035243 2.797371 -0.39 -0.05 -5.29
H 0.917236 1.986613 4.309897 -0.64 -0.25 0.29
H 0.294133 -2.159251 -6.411954 0.41 0.04 -0.03
C 0.075952 0.059868 1.546121 1.48 0.29 6.38
Fe -0.351020 0.201443 -0.187024 1.24 1.40 -2.96
H 1.256174 -1.778732 4.305879 0.12 0.69 0.28
C 1.051287 -1.526352 -5.916654 0.56 -2.62 -1.37
H -1.418962 1.658528 -4.735448 -0.20 0.12 -0.19
H -1.671696 0.696628 -6.262008 -0.16 0.12 0.05
C -1.253349 -0.723754 4.650652 0.17 0.09 0.98
C 0.004753 1.462616 4.662989 0.00 -0.19 1.10
H -1.165435 -0.671849 5.764148 -0.70 -0.40 -0.54
```
Positions in Å, forces in eV/Å.

Results
Charge: -1
HOMO (alpha / beta), eV: -3.37 / -4.55
Relative energy (zero: lowest compared OMol25 entry of this formula, charge and spin), kJ/mol: 40.3
2S+1: 7

ORCA calculation (the ωB97M-V functional and the def2-TZVPD basis) on a molecular structure, C10H20ClIN2OPSeTc.

XYZ file:
```
38
Properties=species:S:1:pos:R:3:forces:R:3
H 0.807467 -0.985095 -4.403750 0.06 0.19 0.33
C 1.239345 1.605625 -2.956922 -0.38 0.32 0.84
H 0.233816 2.048271 -2.936390 0.27 0.05 -0.15
H -2.463525 2.619552 1.756516 -0.21 -0.19 -0.06
I 3.087367 0.777572 0.992374 0.15 0.20 0.13
H -3.786583 0.888762 3.772619 -0.11 0.08 0.11
H -0.751231 -0.611842 -3.612306 0.13 -0.05 -0.05
N -3.036007 0.595767 1.770033 0.22 -0.87 0.61
H 3.135039 -0.676406 -3.427117 -0.24 0.08 0.16
H 5.626991 1.821470 1.287416 -0.60 -0.19 -0.17
H 3.535926 -0.075994 -1.770920 -0.09 -0.23 -0.35
C -3.136960 -1.140860 3.136632 0.31 0.05 -1.10
N -2.633520 -1.537529 1.903119 0.03 0.80 0.28
H 1.587346 1.527952 -3.997239 -0.08 -0.21 0.32
O 0.160918 2.930503 0.324152 0.62 -5.82 -0.66
H -3.267902 -1.830880 3.950230 -0.06 -0.13 0.03
Cl 1.034520 -2.437382 0.212088 -0.40 2.01 -0.24
Se -1.848255 -0.382494 -0.677747 0.54 0.02 -0.10
C 0.253127 -1.019677 -3.456644 -0.66 -0.35 0.77
H 2.875563 -1.722935 -1.982048 0.13 0.17 -0.17
H -2.929437 1.912570 0.179396 -0.22 0.18 0.28
H -1.349727 -3.188539 2.120826 -0.20 0.11 -0.07
H -3.068616 -3.573196 1.828057 0.23 0.17 -0.19
Tc 0.524241 -0.113265 -0.048923 -0.17 -5.27 2.50
C -2.551306 -0.466178 1.073517 -0.45 0.13 1.81
C -2.247042 -2.895224 1.565102 0.11 -0.80 0.02
C 2.853743 -0.696094 -2.366557 0.15 -0.17 0.88
C -3.160180 1.939729 1.250060 -0.15 0.82 -0.20
C 5.028236 1.220387 1.981224 1.08 0.04 0.72
H 5.503297 0.256946 2.193095 -0.45 0.09 -0.22
H 0.168270 -2.061562 -3.129309 0.01 0.11 -0.11
C -3.389589 0.194214 3.057026 0.37 0.02 -1.34
H 1.927127 2.237931 -2.380134 -0.13 -0.04 -0.22
H -2.036359 -2.948037 0.494429 -0.13 -0.10 0.20
H 4.809679 1.774306 2.901274 -0.40 -0.19 -0.39
C 0.296052 1.769558 0.182884 -1.16 8.81 0.73
P 1.154841 -0.052726 -2.187654 1.58 0.24 -4.82
H -4.186670 2.294804 1.401595 0.29 -0.06 -0.12
```
Positions in Å, forces in eV/Å.

Results
Charge: +3
HOMO (alpha / beta), eV: -19.29 / -19.24
Relative energy (zero: lowest compared OMol25 entry of this formula, charge and spin), kJ/mol: 51.0
2S+1: 4

ORCA calculation (the ωB97M-V functional and the def2-TZVPD basis) on a molecular structure, C10H20ClIN2OPSeZr.

XYZ file:
```
38
Properties=species:S:1:pos:R:3:forces:R:3
Cl 1.225240 0.778023 2.141706 0.77 -0.25 0.10
H -2.138534 1.326789 -3.221017 -0.16 0.19 0.19
H 5.302043 -1.658121 -3.729299 -0.42 0.05 0.28
H -3.691416 2.046141 -2.696009 0.32 -0.12 0.13
H -0.538450 -1.149244 3.532312 -0.08 -0.30 -0.03
H -2.974260 0.698848 -1.777628 0.06 0.38 0.07
C -2.747198 1.602817 -2.350388 -0.13 0.09 -0.38
C 1.680218 -2.792534 2.109694 0.69 0.39 -0.31
H -0.577526 5.442024 -0.911908 0.20 0.49 0.07
N -1.031948 3.637775 0.146251 -0.35 -0.96 -0.50
H -0.030359 -3.983358 -0.198275 -0.08 -0.09 0.20
I 3.062107 -1.538676 -2.212981 -0.70 0.03 -0.03
H 5.203679 -3.122726 -2.681603 -0.33 0.29 0.09
N -2.016204 2.593906 -1.534033 0.55 0.16 0.80
C -0.514184 3.947874 1.494548 0.17 0.20 0.22
H 5.755576 -1.552005 -1.986600 -0.26 -0.09 -0.15
O -1.017236 -1.652429 -2.357558 4.15 4.48 8.34
H -1.777714 4.176837 -2.966503 -0.14 0.11 -0.50
H 1.546959 -3.646447 2.785195 -0.10 0.12 -0.14
H -1.654151 -3.494273 0.335836 0.13 -0.17 0.14
H -1.318034 3.892044 2.236646 0.10 0.03 -0.26
C -0.936974 -2.001581 2.966531 -0.36 0.69 0.01
C -1.605564 3.836845 -1.973034 -0.53 -0.89 -0.14
C -1.006902 4.469484 -0.950540 0.08 -0.24 1.00
H 0.285977 3.249779 1.767465 -0.26 0.21 -0.16
C -1.640284 2.464419 -0.222788 0.53 1.91 -1.58
P 0.063511 -2.281050 1.483390 -0.17 -2.20 1.84
C -0.519856 -1.121571 -1.369173 -6.49 -7.58 -12.99
H -0.099558 4.964566 1.494916 -0.22 -0.34 -0.11
H -0.652809 -4.547317 1.385791 0.00 0.15 -0.13
H 2.155381 -1.960658 2.646762 -0.11 -0.30 -0.04
H -1.972818 -1.775600 2.682101 0.14 -0.16 0.16
H -0.912800 -2.906479 3.585594 0.01 0.09 -0.16
Zr 0.293958 -0.144177 0.256699 2.36 5.73 3.98
H 2.330086 -3.081874 1.272519 -0.10 -0.03 0.24
C 5.105679 -2.034104 -2.720550 0.96 -0.06 0.19
C -0.633388 -3.710296 0.676986 -0.35 -0.25 -0.77
Se -2.002246 1.026348 0.858948 0.10 -1.76 0.35
```
Positions in Å, forces in eV/Å.

Results
Charge: +3
HOMO, eV: -18.36
Relative energy (zero: lowest compared OMol25 entry of this formula, charge and spin), kJ/mol: 218.0

ORCA calculation (the ωB97M-V functional and the def2-TZVPD basis) on a molecular structure, C10H20CrNO7.

XYZ file:
```
39
Properties=species:S:1:pos:R:3:forces:R:3
H 2.019031 3.325361 3.159390 0.78 -0.14 -0.75
N 1.184001 -1.253949 0.323460 -0.11 -0.04 0.69
O -1.538619 -0.909639 0.719890 -0.75 2.00 -2.15
O 2.081541 1.645531 0.884480 1.27 0.65 -0.56
H 0.298631 -4.667529 0.408360 -0.59 0.36 0.20
O -0.127509 2.845761 -1.076000 2.96 -0.91 0.42
H 2.703781 -0.669599 -4.192390 0.06 0.75 0.45
C 0.888391 -3.804539 0.717440 0.75 0.42 0.26
C 1.626461 -0.589799 -4.047100 0.43 0.11 -0.63
H -1.817449 -2.871389 0.886310 0.41 -0.71 -0.52
C 0.291791 -2.434979 0.301380 -0.95 -1.28 -0.54
H -3.644229 -1.262049 1.125420 0.36 -0.54 -0.71
H -2.012139 4.730391 -0.950430 0.11 -0.05 -0.14
C 1.342141 1.692941 1.896240 3.04 0.51 -0.91
C -1.016029 -2.150209 1.046670 -0.61 -0.13 0.80
H -3.147519 0.383821 1.260460 0.71 0.11 -0.38
O 0.042201 0.016871 -2.269940 -6.05 -1.03 -0.06
H 2.538251 1.719681 3.751940 0.04 -0.05 -0.45
H 2.072611 -1.534869 -0.065860 0.17 0.18 -1.05
O -1.684649 1.581101 -0.629130 -0.11 -0.57 0.32
H -3.315259 3.545651 -1.243200 0.10 -0.21 0.51
C -2.269619 3.787721 -1.433310 -0.66 -0.15 -0.20
C -1.329419 2.715121 -1.029570 -4.16 2.59 -0.98
H 1.509481 -1.150349 1.273950 -0.35 0.54 0.76
C 1.180621 0.039331 -2.718640 0.87 -1.23 -0.42
H 1.117241 -3.877189 1.780670 -0.17 0.01 0.09
C -2.780939 -0.638149 1.356900 0.22 -0.12 1.33
O 0.251151 1.171681 1.682640 -4.93 -1.19 0.58
O 1.881151 0.547951 -1.829610 3.83 1.56 1.48
H 1.821501 -4.010949 0.193220 0.25 0.41 -0.07
H -2.267829 3.886191 -2.518850 0.53 0.17 -0.09
H 0.909691 2.393861 3.861720 -0.25 -0.82 0.08
Cr 0.364251 0.775121 -0.317980 4.16 -2.79 -1.00
H 1.203651 -0.133979 -4.942400 0.04 1.08 0.35
H -2.578709 -0.816049 2.413090 -0.31 0.22 0.40
H -0.986769 -2.083199 2.134210 1.12 -0.66 0.51
H 1.336501 -1.591119 -4.365520 -0.71 -0.48 1.49
C 1.769661 2.265231 3.204450 -1.07 0.95 1.04
H 0.082971 -2.619799 -0.752350 -0.46 0.49 -0.13
```
Positions in Å, forces in eV/Å.

Results
Charge: +1
HOMO (alpha / beta), eV: -12.60 / -13.18
Relative energy (zero: lowest compared OMol25 entry of this formula, charge and spin), kJ/mol: 8.1
2S+1: 5

ORCA calculation (the ωB97M-V functional and the def2-TZVPD basis) on 2 unconnected molecules or ions with the total composition C10H20FO3.

XYZ file:
```
34
Properties=species:S:1:pos:R:3:forces:R:3
H 0.382017 -0.226024 2.844675 0.12 -0.18 0.06
C -2.357525 2.089286 1.965977 0.55 0.25 0.75
H -0.448019 1.852968 2.880989 0.04 0.05 -0.15
O -3.659453 -1.255905 0.673203 0.37 -0.40 0.09
H 1.995707 0.506886 -2.738768 0.05 -0.05 -0.06
H -3.915351 0.649325 2.700491 0.13 0.02 0.00
H 0.322880 0.145838 -2.344640 0.00 -0.04 -0.02
H -2.843545 -1.704845 0.943794 -0.33 0.01 0.20
H 3.584473 -1.440182 -3.383274 -0.07 0.10 -0.03
H 0.875961 0.013579 -4.024752 0.02 0.02 0.01
H -0.742657 0.006162 1.052679 0.08 -0.03 -0.39
H -2.267866 -0.014705 2.508757 -0.20 0.10 0.27
H -2.813048 2.688592 1.170225 -0.21 -0.42 -0.12
C -0.297534 1.024928 0.905489 1.09 0.89 0.18
O -3.430976 0.728208 -0.248239 -0.71 2.42 -4.09
H 0.663189 -2.242868 -2.936817 0.01 -0.05 0.17
C 1.370895 -0.142577 2.385821 -0.30 0.65 -0.15
H -2.609115 2.621784 2.896805 0.02 -0.01 -0.14
C 1.525895 -1.606031 -2.733640 0.46 0.52 -0.02
H -0.402933 1.293642 -0.157821 -0.38 -0.03 0.13
C -3.377863 0.115156 0.720086 0.71 -1.70 3.93
H 1.728184 -1.137011 2.106726 0.14 0.13 0.12
H 1.999152 0.350210 3.133847 0.24 -0.32 -0.14
H 2.461167 -1.929827 -4.666912 0.03 0.02 0.01
C -3.003686 0.685284 2.088747 -0.14 -0.20 -0.92
H 1.707049 0.315653 0.301901 0.13 0.42 -0.12
H 2.617195 -1.227337 -1.162620 -0.12 0.02 0.01
C -0.816426 2.106567 1.864716 -0.56 -0.55 -0.12
C 1.156658 -0.151324 -2.982122 -0.25 0.02 0.02
H 2.954824 -3.081041 -3.410792 -0.05 0.00 -0.02
O 1.856355 -1.786739 -1.360246 -0.09 -0.36 0.02
C 2.696313 -2.038536 -3.606033 -0.01 -0.24 -0.05
C 1.225394 0.801639 1.157404 -1.38 -1.26 0.98
F 1.862690 1.989245 1.454342 0.57 0.18 -0.39
```
Positions in Å, forces in eV/Å.

Results
Charge: -1
HOMO, eV: -1.14